(1)
Molecular formula: C36H54O18
Method: DFT, ωB97M-V/def2-TZVPD

Values from the calculation:
**Kohn-Sham gap**: 9.38 eV
**Maximum force**: 0.0967 Eh/bohr
**M**: 774.81 g/mol
**SMILES**: O=C1CCCO1.O=C1CCCO1.O=C1CCCO1.O=C1CCCO1.O=C1CCCO1.O=C1CCCO1.O=C1CCCO1.O=C1CCCO1.O=C1CCCO1
**Energy relative to the best compared isomer or geometry (same formula, charge and spin)**: 77.6 kcal/mol
**HOMO energy**: -9.485 eV
**Multiplicity**: 1
**LUMO level**: -0.108 eV

Last column: Mulliken charge in e.
CARTESIAN COORDINATES (ANGSTROEM)
O 0.022222 6.279272 -0.810408  -0.601
C -0.216368 6.059112 0.361132  0.567
O -0.739508 6.905362 1.209562  -0.356
C -0.832128 6.423302 2.526672  -0.632
C -0.569308 4.999932 2.435862  0.221
C 0.291482 4.879812 1.148562  0.195
H -1.810508 6.581142 2.980502  0.305
H -0.068618 6.906692 3.136172  0.314
H -1.493468 4.431632 2.330642  0.238
H -0.029248 4.608592 3.298002  -0.074
H 0.309682 4.014772 0.485642  -0.618
H 1.345562 4.972342 1.410182  0.358
O 1.429872 -4.376568 -2.610908  -0.667
C 0.550082 -4.269498 -1.806078  0.372
O 0.695062 -4.247908 -0.511438  -0.329
C -0.539068 -4.202778 0.208462  0.084
C -1.551668 -4.652198 -0.864958  -0.871
C -0.872038 -4.124138 -2.147498  0.597
H -0.842968 -3.201218 0.512812  -0.169
H -0.511198 -4.767088 1.140592  0.466
H -2.563858 -4.264498 -0.749818  0.329
H -1.535478 -5.730458 -0.706228  0.347
H -1.037308 -3.083058 -2.424888  -0.663
H -1.262438 -4.707078 -2.981688  0.406
O 3.823872 -0.335838 3.181502  -0.659
C 3.264552 -1.426408 3.222192  0.416
O 3.638422 -2.509388 2.543322  -0.395
C 2.626922 -3.470178 2.493332  -0.166
C 1.544692 -3.022898 3.404782  0.519
C 2.041452 -1.750198 4.007662  0.581
H 3.061972 -4.410578 2.831672  0.332
H 2.236092 -3.563908 1.480132  -0.040
H 1.311492 -3.827008 4.102732  0.427
H 0.651882 -2.867488 2.799112  -0.650
H 2.261272 -1.827718 5.072442  0.537
H 1.376612 -0.892968 4.113752  -0.819
O -1.057558 3.644822 -6.314478  -0.625
C -1.087338 3.754862 -5.085258  0.525
O -0.006878 3.504012 -4.335918  -0.359
C -0.292168 3.630722 -2.958018  0.295
C -1.782638 3.495772 -2.886108  0.500
C -2.289128 4.045172 -4.213308  -0.706
H 0.017342 4.571152 -2.502058  0.178
H 0.212572 2.869782 -2.362788  -0.294
H -2.198918 3.958452 -1.991278  0.504
H -2.076488 2.449452 -2.802558  -0.670
H -2.600498 5.086132 -4.126438  0.298
H -3.234598 3.659552 -4.594728  0.327
O -2.695748 -2.145568 1.648802  -0.500
C -2.740968 -2.071948 2.861862  0.207
O -3.695248 -2.657228 3.602822  -0.385
C -3.338778 -2.557818 5.014432  -0.581
C -1.868638 -1.989248 5.036032  -0.437
C -1.809428 -1.244108 3.698862  1.243
H -3.354968 -3.569408 5.420052  0.311
H -3.996118 -1.990928 5.673702  0.279
H -1.187168 -2.833978 5.136732  0.127
H -1.673228 -1.382508 5.920212  0.361
H -0.822138 -1.114108 3.255622  -0.977
H -2.220158 -0.241538 3.818242  0.300
O -0.390238 -1.567498 -4.594508  -0.604
C -1.382658 -0.990918 -4.203178  0.464
O -1.706098 -0.869608 -2.930338  -0.016
C -3.061368 -0.326918 -2.675948  -0.445
C -3.541588 0.048342 -4.105808  -0.461
C -2.455378 -0.377068 -5.100868  -0.435
H -3.015228 0.562332 -2.047298  0.260
H -3.724068 -1.092438 -2.272338  0.337
H -3.724478 1.113312 -4.248968  0.070
H -4.509768 -0.415508 -4.294398  0.347
H -2.011408 0.527992 -5.515408  0.125
H -2.712888 -1.020788 -5.941938  0.390
O 0.841392 0.103992 6.149572  -0.591
C 0.053382 1.012442 5.965332  0.459
O -1.065468 1.107402 6.676472  -0.367
C -1.934378 2.186312 6.195102  -0.518
C -0.936658 3.023732 5.399352  -0.396
C 0.086962 2.055412 4.866442  -0.014
H -2.331338 2.888482 6.928232  0.370
H -2.742028 1.847132 5.546442  0.283
H -0.453018 3.801522 5.990312  0.328
H -1.561328 3.391382 4.585282  0.153
H 1.078602 2.503572 4.804142  0.525
H -0.211498 1.651722 3.898942  -0.146
O 4.704982 -0.355398 -3.316168  -0.601
C 4.952512 -1.212718 -4.186248  0.520
O 5.886612 -1.047048 -5.145748  -0.367
C 5.871472 -2.167428 -6.071018  -0.404
C 4.601262 -2.898278 -5.655998  -0.726
C 4.278762 -2.508428 -4.214748  0.133
H 6.746562 -2.796148 -5.906608  0.253
H 5.817472 -1.753878 -7.078068  0.303
H 4.732342 -3.946418 -5.924898  0.406
H 3.932002 -2.415298 -6.367988  0.240
H 4.697792 -3.171808 -3.458148  0.318
H 3.194672 -2.578558 -4.125758  -0.031
O 0.568562 -0.100708 1.669502  -0.499
C 0.753892 -0.200248 0.471992  -0.078
O 1.297622 -1.324358 -0.111078  -0.111
C 1.404632 -1.162958 -1.519898  0.793
C 1.396402 0.386792 -1.723088  -0.807
C 0.377122 0.799292 -0.615058  1.605
H 0.543032 -1.594848 -2.029038  -0.884
H 2.290072 -1.562218 -2.014558  0.297
H 1.004592 0.651262 -2.705248  0.428
H 2.393802 0.808812 -1.599788  0.368
H -0.682558 0.736292 -0.862458  -0.158
H 0.437762 1.847542 -0.322468  -0.936

Forces on atoms 1 to 2 (eV/Å):
O -1.028 0.031 1.067
C 2.773 -0.665 -1.284

(2)
Molecular formula: C36H54O18
Method: DFT, ωB97M-V/def2-TZVPD

Values from the calculation:
**Kohn-Sham gap**: 9.56 eV
**Maximum force**: 0.0659 Eh/bohr
**M**: 774.81 g/mol
**SMILES**: O=C1CCCO1.O=C1CCCO1.O=C1CCCO1.O=C1CCCO1.O=C1CCCO1.O=C1CCCO1.O=C1CCCO1.O=C1CCCO1.O=C1CCCO1
**Energy relative to the best compared isomer or geometry (same formula, charge and spin)**: 72.4 kcal/mol
**HOMO energy**: -9.527 eV
**Multiplicity**: 1
**LUMO level**: 0.033 eV

Last column: Mulliken charge in e.
CARTESIAN COORDINATES (ANGSTROEM)
O 4.317858 -0.591284 1.496336  -0.064
C 5.210561 0.136049 1.145650  0.172
O 5.893528 0.863443 2.042297  -0.412
C 6.861993 1.745996 1.391855  -0.594
C 6.564036 1.593450 -0.112386  -0.258
C 5.882378 0.267340 -0.191910  0.062
H 7.787053 1.265115 1.714301  0.298
H 6.649879 2.740837 1.769610  0.310
H 7.390808 1.562382 -0.821069  0.396
H 5.904036 2.417950 -0.387838  0.063
H 6.585878 -0.562731 -0.307912  0.277
H 5.135708 0.123480 -0.975377  -0.107
O -7.018612 3.184857 -0.437224  -0.593
C -6.137993 2.708796 0.215302  0.429
O -4.865015 2.670019 -0.174986  -0.327
C -4.045574 1.807929 0.596262  0.515
C -4.970399 1.241707 1.718338  -0.697
C -6.319777 1.963676 1.510770  -0.458
H -3.241497 2.392480 1.039633  0.497
H -3.579644 0.891283 0.236914  -0.384
H -4.543468 1.519567 2.683500  0.344
H -5.084665 0.161233 1.754535  0.233
H -6.645970 2.611382 2.319336  0.326
H -7.066288 1.191445 1.328656  0.202
O 3.345247 -0.212359 -2.859650  -0.603
C 3.482886 0.870515 -3.375406  0.583
O 4.295298 1.800507 -2.882541  -0.277
C 4.032542 3.045337 -3.592868  -0.538
C 2.577894 2.907769 -4.084848  -0.378
C 2.543298 1.438741 -4.436350  -0.532
H 4.660439 3.136411 -4.481298  0.296
H 4.227714 3.820516 -2.857187  0.343
H 2.460345 3.509744 -4.985509  0.314
H 1.922008 3.176525 -3.259849  0.229
H 3.107659 1.093211 -5.313662  0.310
H 1.581335 0.938379 -4.450668  0.238
O -1.944726 -0.322984 3.851731  -0.598
C -2.575299 -1.349609 3.898614  0.511
O -3.700991 -1.485436 4.596975  -0.348
C -4.087345 -2.857847 4.652344  -0.457
C -3.263823 -3.569570 3.587682  -0.735
C -2.009749 -2.714513 3.498042  0.010
H -5.148265 -3.044631 4.502990  0.365
H -3.811847 -3.297284 5.614865  0.276
H -3.834169 -3.615383 2.653194  0.273
H -3.183540 -4.635042 3.809540  0.382
H -1.507269 -2.678700 2.534691  0.107
H -1.269931 -3.072943 4.216005  0.212
O -6.855007 -2.626903 -3.768572  -0.609
C -6.096760 -1.788402 -3.362022  0.431
O -4.811381 -2.091502 -3.213705  -0.403
C -4.004506 -1.070140 -2.655581  -0.249
C -5.022356 -0.003622 -2.272541  0.986
C -6.301044 -0.313599 -3.034784  -0.561
H -3.248147 -0.610863 -3.289365  0.188
H -3.543246 -1.455001 -1.745001  0.211
H -4.579275 0.928853 -2.625792  -0.365
H -5.125882 0.043872 -1.188483  -0.331
H -6.351036 0.308602 -3.929360  0.202
H -7.237226 -0.124390 -2.513710  0.338
O -1.593909 0.887809 -1.734668  -0.424
C -0.697094 0.649341 -0.976635  0.242
O 0.538268 0.336389 -1.408053  -0.308
C 1.401197 -0.147190 -0.380600  -0.102
C 0.545812 -0.204755 0.911396  0.065
C -0.807328 0.448452 0.497596  0.140
H 2.254629 0.503518 -0.201949  -0.098
H 1.750822 -1.148898 -0.609046  0.241
H 0.841171 0.404078 1.767725  0.146
H 0.434477 -1.205286 1.324059  -0.104
H -1.074690 1.381830 0.987010  0.180
H -1.562316 -0.298786 0.741103  -0.033
O -4.749004 1.757323 -5.376869  -0.611
C -4.121206 2.605766 -4.821831  0.562
O -2.920443 2.420150 -4.200721  -0.264
C -2.616714 3.607001 -3.464391  -0.075
C -3.811854 4.523676 -3.496577  -0.386
C -4.463022 4.099371 -4.824547  -0.567
H -1.731067 4.120901 -3.839682  0.363
H -2.566389 3.225247 -2.443077  -0.007
H -3.693312 5.604728 -3.472935  0.415
H -4.472607 4.237026 -2.675093  -0.004
H -3.955944 4.550150 -5.681268  0.293
H -5.502904 4.408581 -4.858626  0.348
O 2.604828 -3.794770 5.065132  -0.610
C 2.867573 -2.625460 5.055586  0.386
O 3.554464 -2.073758 6.074880  -0.407
C 4.160158 -0.814472 5.680539  -0.421
C 3.287079 -0.384548 4.563442  -0.342
C 2.712352 -1.657332 3.930090  1.044
H 5.204992 -1.001235 5.409691  0.204
H 4.192132 -0.235920 6.602766  0.295
H 3.761727 0.225495 3.792221  0.131
H 2.501766 0.273267 4.948382  0.275
H 3.362208 -2.000726 3.119828  -0.502
H 1.790842 -1.425175 3.402966  -0.101
O 2.510701 -5.018101 -1.266281  -0.645
C 3.422909 -4.672812 -0.528403  0.394
O 4.571530 -5.290241 -0.612976  -0.370
C 5.611214 -4.746743 0.244091  -0.424
C 4.902376 -3.601610 0.996838  -0.155
C 3.453643 -3.507638 0.423406  0.564
H 6.326530 -4.411353 -0.505577  0.265
H 6.061380 -5.453264 0.934211  0.279
H 5.406667 -2.642658 0.957283  -0.107
H 4.816416 -3.869779 2.051838  0.211
H 3.418385 -2.543045 -0.082406  -0.459
H 2.682898 -3.479200 1.187621  0.429

Forces on atoms 1 to 2 (eV/Å):
O -0.190 0.297 -0.378
C 0.596 -0.888 0.505